The following is a DFT calculation (ωB97M-V/def2-TZVPD) of 2 unconnected molecules or ions with the total composition C5H14N2O at a distorted geometry.

Each line ends with the Löwdin charge.
CARTESIAN COORDINATES (ANGSTROEM)
N (-3.0387, 2.0526, 1.5734)  0.03
C (-1.6670, 1.9295, 1.3159)  -0.25
C (-1.0158, 1.0115, 0.6054)  -0.14
C (0.2738, 1.2428, -0.1129)  -0.22
C (1.2902, 0.0456, -0.2231)  -0.20
C (1.2961, -0.5823, -1.5892)  -0.32
N (2.4191, -0.1555, -2.4216)  -0.01
H (-3.6630, 1.5816, 0.9411)  0.07
H (-3.2450, 2.0768, 2.5680)  0.08
H (-1.1646, 2.7570, 1.8286)  0.11
H (-1.6956, 0.3355, 0.0645)  0.11
H (0.7747, 2.0845, 0.3853)  0.10
H (0.1501, 1.5398, -1.1596)  0.11
H (2.2219, 0.6107, -0.0798)  0.10
H (1.3112, -0.5778, 0.6694)  0.10
H (0.3486, -0.5556, -2.1332)  0.11
H (1.4089, -1.6772, -1.4218)  0.10
H (2.1991, -0.1952, -3.3996)  0.06
H (2.7611, 0.7511, -2.1188)  0.06
O (0.1205, -4.4789, 0.9128)  -0.07
H (0.9948, -4.4551, 1.3185)  0.03
H (-0.0903, -3.5288, 0.9964)  0.04

Results
Strongest force on any atom, Eh/bohr: 0.051
ΔE to the lowest compared entry with this formula, charge and spin, kJ/mol: 276.82
SMILES: N/C=C/CCCN.O
LUMO energy, Ha: 0.029
HOMO level, eV: -8.44